[1]
Here is 13 unconnected molecules or ions with the total composition C44H123N9O13 in a non-equilibrium geometry from the Open Molecules 2025 dataset. Energies are from the ωB97M-V functional and the def2-TZVPD basis.

highest occupied orbital energy = -8.838 eV
energy = -87643.6451 eV
total charge = 0
LUMO energy = 0.488 eV
ΔE to the lowest compared entry with this formula, charge and spin = 344.66 kJ/mol

Cartesian coordinates (Å):
C 2.527 -6.252 4.732
C 3.203 -4.935 4.357
O 2.262 -3.939 3.910
H 1.901 -6.594 3.870
H 1.721 -6.141 5.463
H 3.331 -6.989 4.944
H 4.026 -5.135 3.628
H 3.658 -4.587 5.314
H 2.237 -4.051 2.904
C -7.030 3.240 -2.384
C -6.721 1.792 -2.632
O -5.631 1.351 -1.857
H -7.889 3.537 -3.030
H -6.174 3.856 -2.689
H -7.289 3.546 -1.372
H -6.666 1.644 -3.685
H -7.625 1.177 -2.338
H -5.060 0.841 -2.435
C 2.995 -0.882 7.108
C 2.547 -1.525 5.876
O 1.237 -2.042 6.176
H 3.863 -0.199 6.899
H 3.140 -1.610 7.889
H 2.159 -0.355 7.581
H 3.145 -2.359 5.551
H 2.459 -0.872 5.016
H 1.156 -2.871 5.727
C 1.833 4.527 -3.440
C 0.334 4.406 -3.666
O 0.095 4.071 -5.030
H 2.309 3.594 -3.800
H 1.995 4.557 -2.343
H 2.164 5.462 -3.824
H -0.277 5.263 -3.515
H -0.168 3.730 -3.030
H 0.943 3.819 -5.357
C 3.699 4.001 3.904
C 2.961 3.030 2.980
C 1.476 2.912 3.329
O 1.339 2.122 4.557
C -0.016 2.075 4.962
N 3.054 3.359 1.582
H 4.782 3.929 3.814
H 3.490 3.886 5.008
H 3.417 5.018 3.581
H 3.391 2.047 3.085
H 0.831 2.433 2.607
H 0.993 3.871 3.522
H -0.572 1.462 4.206
H -0.383 3.117 5.144
H -0.013 1.489 5.885
H 4.002 3.360 1.220
H 2.693 4.317 1.514
C -4.116 -1.996 2.643
C -3.377 -0.893 3.489
C -2.580 -1.497 4.597
O -3.333 -1.534 5.710
C -2.572 -1.870 6.833
N -2.548 -0.069 2.587
H -3.416 -2.489 1.947
H -5.018 -1.696 2.100
H -4.424 -2.841 3.260
H -4.223 -0.273 3.988
H -1.672 -0.901 4.742
H -2.341 -2.490 4.328
H -2.616 -2.991 7.007
H -3.022 -1.413 7.734
H -1.523 -1.547 6.874
H -3.112 0.449 1.940
H -1.960 0.628 3.084
C 1.746 -6.469 0.222
C 1.372 -5.027 0.423
C 0.266 -4.846 1.381
O -1.020 -5.222 0.887
C -1.925 -5.364 1.894
N 2.470 -4.263 0.915
H 1.827 -6.884 1.193
H 2.669 -6.632 -0.385
H 0.883 -6.953 -0.210
H 1.024 -4.604 -0.544
H 0.321 -3.714 1.610
H 0.377 -5.323 2.374
H -2.940 -5.512 1.488
H -2.022 -4.439 2.551
H -1.719 -6.216 2.514
H 3.351 -4.607 0.548
H 2.433 -3.299 0.575
C 6.363 0.109 0.134
C 5.004 -0.456 0.498
C 4.870 -0.413 1.996
O 5.800 -1.233 2.644
C 5.535 -2.559 2.956
N 3.837 0.120 -0.164
H 6.474 1.173 0.460
H 6.432 0.115 -0.924
H 7.171 -0.465 0.519
H 5.043 -1.466 0.155
H 3.857 -0.688 2.310
H 5.160 0.608 2.365
H 5.371 -2.614 4.069
H 6.460 -3.057 2.787
H 4.693 -2.958 2.421
H 3.585 1.001 0.290
H 4.078 0.335 -1.139
C -3.444 3.136 -4.449
C -3.177 1.777 -5.150
C -3.398 1.878 -6.735
O -4.751 2.027 -7.014
C -5.174 2.666 -8.207
N -1.839 1.295 -4.941
H -4.512 3.371 -4.537
H -2.858 3.918 -4.974
H -3.197 3.057 -3.420
H -3.936 1.047 -4.809
H -2.955 1.038 -7.196
H -2.833 2.815 -7.095
H -4.798 3.631 -8.354
H -6.263 2.765 -8.221
H -4.931 2.147 -9.167
H -1.153 2.042 -5.062
H -1.584 0.549 -5.584
C 0.695 -0.793 2.285
C 0.200 -0.792 0.843
C 0.045 0.573 0.257
O -0.482 0.411 -1.064
C -0.420 1.555 -1.839
N 1.117 -1.619 -0.058
H 1.149 0.147 2.598
H 1.410 -1.594 2.370
H -0.137 -0.893 2.983
H -0.726 -1.286 0.736
H 1.054 1.034 0.181
H -0.641 1.141 0.848
H -1.450 2.060 -1.732
H -0.445 1.223 -2.874
H 0.356 2.250 -1.557
H 0.759 -1.647 -1.038
H 1.990 -1.128 -0.096
C -3.436 -1.732 -4.951
C -2.963 -1.707 -3.478
C -1.530 -2.179 -3.377
O -1.431 -3.586 -3.495
C -1.709 -4.267 -2.286
N -3.164 -0.395 -2.828
H -3.154 -2.681 -5.450
H -3.126 -0.855 -5.579
H -4.539 -1.764 -4.979
H -3.563 -2.478 -3.027
H -1.081 -1.866 -2.395
H -0.930 -1.705 -4.201
H -2.605 -3.910 -1.738
H -0.843 -4.096 -1.622
H -1.770 -5.326 -2.626
H -2.853 -0.526 -1.871
H -2.519 0.323 -3.202
C -2.633 4.538 2.145
C -2.210 4.451 0.697
C -0.736 4.373 0.575
O 0.016 5.588 0.810
C -0.294 6.613 -0.081
N -2.909 3.297 0.097
H -3.699 4.546 2.372
H -2.124 5.383 2.668
H -2.200 3.610 2.570
H -2.537 5.435 0.224
H -0.507 3.881 -0.402
H -0.404 3.616 1.272
H 0.522 7.335 -0.222
H -1.193 7.177 0.230
H -0.475 6.116 -1.060
H -3.756 3.207 0.600
H -3.054 3.363 -0.914
C 2.785 0.858 -5.327
C 2.892 0.577 -3.880
C 2.109 -0.642 -3.414
O 2.872 -1.761 -3.780
C 2.263 -2.896 -3.058
N 4.304 0.485 -3.318
H 3.004 -0.075 -5.908
H 3.523 1.540 -5.658
H 1.775 1.090 -5.707
H 2.447 1.462 -3.384
H 1.122 -0.643 -3.932
H 1.935 -0.566 -2.327
H 2.777 -3.846 -3.346
H 1.220 -2.978 -3.379
H 2.346 -2.708 -1.982
H 5.010 0.765 -3.951
H 4.509 -0.500 -3.152



[2]
Here is 16 unconnected molecules or ions with the total composition C44H126N6O16 in a non-equilibrium geometry from the Open Molecules 2025 dataset. Energies are from the ωB97M-V functional and the def2-TZVPD basis.

highest occupied orbital energy = -8.714 eV
energy = -89366.4785 eV
total charge = 0
LUMO energy = 0.396 eV
ΔE to the lowest compared entry with this formula, charge and spin = 79.23 kJ/mol

Cartesian coordinates (Å):
C 11.872 16.267 13.160
C 11.039 16.289 11.833
C 9.523 16.486 12.040
O 11.519 17.351 10.974
H 11.539 17.028 13.835
H 12.893 16.489 12.859
H 11.817 15.270 13.658
H 11.354 15.427 11.238
H 8.892 15.642 12.408
H 9.002 16.850 11.156
H 9.328 17.233 12.802
H 11.585 18.084 11.630
C 22.801 18.242 15.655
C 21.371 18.661 15.374
C 21.096 19.101 13.948
O 20.587 17.544 15.713
H 23.091 17.287 15.131
H 22.884 17.973 16.691
H 23.590 18.989 15.455
H 21.150 19.456 16.084
H 21.364 18.239 13.275
H 21.821 19.877 13.555
H 20.068 19.361 13.861
H 19.664 17.804 15.983
C 14.971 18.620 20.019
C 14.381 18.503 21.403
C 15.361 18.691 22.551
O 13.381 19.521 21.517
H 14.144 18.715 19.304
H 15.618 17.850 19.601
H 15.547 19.575 19.927
H 13.853 17.551 21.478
H 14.864 18.927 23.471
H 16.031 19.537 22.351
H 16.044 17.811 22.682
H 13.845 20.369 21.627
C 10.707 14.493 16.712
C 12.070 14.020 17.151
C 12.862 15.102 17.880
O 12.033 12.845 17.954
H 10.293 13.849 15.938
H 10.816 15.507 16.297
H 10.064 14.523 17.592
H 12.673 13.892 16.242
H 12.298 15.452 18.750
H 13.050 15.991 17.275
H 13.838 14.730 18.192
H 11.601 12.063 17.600
C 15.488 11.274 17.415
C 14.332 10.329 17.166
C 13.529 10.753 15.923
O 14.955 9.029 16.981
H 16.196 10.912 18.159
H 15.104 12.245 17.742
H 16.075 11.409 16.487
H 13.699 10.302 18.031
H 14.104 10.354 15.105
H 13.615 11.837 15.914
H 12.504 10.377 15.827
H 14.270 8.340 16.906
C 17.724 21.898 11.159
C 18.268 21.559 12.555
C 18.728 22.758 13.343
O 17.629 23.541 13.605
C 17.933 24.878 13.835
N 17.241 21.000 13.462
H 16.932 21.163 10.935
H 18.404 21.944 10.312
H 17.239 22.887 11.192
H 19.006 20.747 12.582
H 19.524 23.341 12.802
H 19.207 22.411 14.282
H 18.497 25.299 12.965
H 18.533 25.031 14.761
H 16.962 25.367 13.963
H 17.053 20.049 13.120
H 16.410 21.572 13.469
C 15.857 16.742 8.530
C 14.783 16.498 9.517
C 15.153 15.341 10.352
O 14.154 15.015 11.313
C 14.447 13.787 11.930
N 14.563 17.704 10.443
H 16.030 15.877 7.888
H 16.829 16.922 8.996
H 15.555 17.595 7.940
H 13.816 16.261 9.134
H 16.071 15.574 10.858
H 15.409 14.485 9.742
H 14.506 12.929 11.223
H 13.664 13.594 12.620
H 15.423 13.814 12.391
H 14.349 18.485 9.862
H 13.644 17.510 10.870
C 11.924 19.363 16.606
C 10.917 20.256 17.361
C 11.420 20.456 18.817
O 10.473 21.237 19.573
C 10.712 21.318 20.931
N 10.781 21.537 16.678
H 11.434 19.041 15.712
H 12.168 18.433 17.149
H 12.888 19.846 16.422
H 9.923 19.797 17.370
H 12.434 20.910 18.727
H 11.600 19.490 19.280
H 9.916 21.953 21.332
H 11.675 21.821 21.135
H 10.758 20.367 21.472
H 10.008 22.059 17.031
H 11.617 22.109 16.687
C 15.677 19.263 16.713
C 16.936 18.421 16.648
C 16.816 17.305 15.648
O 15.647 16.582 15.914
C 15.231 15.719 14.843
N 18.236 19.067 16.354
H 15.774 20.049 17.460
H 14.877 18.617 17.091
H 15.349 19.665 15.744
H 17.044 17.950 17.631
H 17.673 16.658 15.779
H 16.773 17.772 14.679
H 15.988 14.912 14.655
H 15.079 16.351 13.943
H 14.378 15.224 15.242
H 18.154 19.738 15.605
H 18.549 19.562 17.178
C 9.585 22.274 12.888
C 10.148 20.857 12.820
C 11.622 20.831 13.116
O 12.227 19.648 12.769
C 13.551 19.447 13.130
N 9.518 19.988 13.819
H 9.697 22.703 13.872
H 8.519 22.107 12.674
H 9.952 22.923 12.127
H 9.982 20.477 11.795
H 11.781 20.983 14.200
H 12.093 21.668 12.568
H 14.235 20.166 12.674
H 13.815 18.447 12.786
H 13.692 19.525 14.231
H 9.722 20.314 14.735
H 9.932 19.077 13.687
C 19.999 21.854 20.444
C 18.468 21.985 20.663
C 17.634 21.135 19.656
O 18.035 21.333 18.302
C 17.669 22.510 17.585
N 17.947 21.664 22.015
H 20.321 22.293 19.513
H 20.401 20.830 20.472
H 20.444 22.468 21.279
H 18.241 23.052 20.485
H 16.585 21.385 19.900
H 17.755 20.051 19.761
H 18.050 23.440 18.006
H 16.574 22.576 17.598
H 17.919 22.352 16.515
H 18.343 22.370 22.596
H 18.282 20.719 22.240
C 17.581 14.345 17.484
O 18.281 13.543 16.509
H 17.489 13.773 18.432
H 18.204 15.227 17.792
H 16.593 14.601 17.143
H 18.377 14.115 15.737
C 19.085 17.296 19.857
O 19.012 17.310 21.303
H 18.063 17.286 19.453
H 19.648 18.162 19.418
H 19.582 16.386 19.506
H 19.836 17.665 21.621
C 17.661 17.442 12.040
O 16.650 18.400 12.208
H 17.395 16.429 12.303
H 17.977 17.401 11.011
H 18.524 17.657 12.643
H 15.890 18.131 11.593
C 14.413 22.722 15.163
O 13.404 23.133 16.156
H 14.607 21.630 15.228
H 13.979 22.963 14.178
H 15.408 23.200 15.245
H 13.753 23.080 17.030
C 20.257 15.171 13.589
O 18.889 14.769 13.763
H 20.948 14.373 13.864
H 20.403 15.594 12.587
H 20.481 15.962 14.301
H 18.733 13.958 13.282



Which of these has the highest energy? C44H123N9O13